Entry from OMol25: one molecule with the formula C25H24ClN3O4 (ωB97M-V with the def2-TZVPD basis set).

Geometry as XYZ:
```
57
C25H24ClN3O4 | OMol25 | ωB97M-V with the def2-TZVPD basis set
C -1.9825 -1.1423 -2.7111
C -0.7432 -1.9878 -2.9748
N 0.0958 -2.0870 -1.7947
C 1.2055 -1.2939 -1.5814
O 1.5245 -0.3808 -2.2919
C 1.9265 -1.8545 -0.3517
C 2.3281 -0.8358 0.7300
C 3.2312 0.3163 0.3825
C 3.4224 1.3123 1.3342
C 4.2824 2.3633 1.0894
C 4.9920 2.4390 -0.1024
C 5.9107 3.5877 -0.3857
C 4.8203 1.4256 -1.0350
C 3.9546 0.3728 -0.7986
N 1.0127 -0.4601 1.2564
C 0.3276 0.6172 0.7534
O 0.7372 1.7240 0.5527
N -1.0184 0.2163 0.5807
C -2.0346 1.0849 0.1175
C -1.7490 2.0348 -0.8563
C -2.7577 2.8697 -1.3033
C -4.0437 2.7604 -0.8041
C -4.3116 1.8031 0.1616
Cl -5.9087 1.6544 0.7969
C -3.3177 0.9635 0.6350
C -1.1894 -1.1208 0.8223
O -2.2094 -1.7479 0.7175
C 0.1670 -1.6451 1.2991
C -0.0460 -2.1929 2.7196
C 1.2341 -2.4986 3.4855
C 0.8213 -2.6713 0.3248
C -0.1216 -3.0309 -0.8082
O -0.8907 -3.9452 -0.8772
H -2.6219 -1.1512 -3.5891
H -2.5414 -1.5444 -1.8689
H -1.7056 -0.1131 -2.4936
H -0.1357 -1.5461 -3.7680
H -1.0319 -3.0064 -3.2456
H 2.7723 -2.4584 -0.6866
H 2.8248 -1.4068 1.5295
H 2.8793 1.2684 2.2662
H 4.4051 3.1350 1.8353
H 6.1648 4.1186 0.5283
H 5.4265 4.2899 -1.0644
H 6.8266 3.2422 -0.8612
H 5.3696 1.4591 -1.9648
H 3.8457 -0.3930 -1.5488
H -0.7485 2.1274 -1.2463
H -2.5388 3.6112 -2.0559
H -4.8310 3.4074 -1.1562
H -3.5414 0.2200 1.3819
H -0.6204 -1.4527 3.2822
H -0.6626 -3.0889 2.6255
H 0.9780 -2.8969 4.4639
H 1.8178 -1.5932 3.6304
H 1.8460 -3.2372 2.9735
H 1.1564 -3.5601 0.8571
```

SMILES = CCN1C(=O)[C@H]2[C@@H](c3ccc(C)cc3)N3C(=O)N(c4cccc(Cl)c4)C(=O)[C@@]3(CC)[C@H]2C1=O
relative energy (zero: lowest compared OMol25 entry of this formula, charge and spin) = 0.158 eV
E = -51500.3623 eV
net charge = 0

---

Entry from OMol25: C25H24CrN4OS3 as an isolated structure in a non-equilibrium geometry (ωB97M-V with the def2-TZVPD basis set).

Geometry as XYZ:
```
58
C25H24CrN4OS3 | OMol25 | ωB97M-V with the def2-TZVPD basis set
Cr 13.2982 8.7573 8.5258
O 14.6539 8.4784 9.9654
N 15.6918 7.6386 9.6982
C 16.7015 7.6630 10.5829
C 17.7050 6.7681 10.5021
C 17.6635 5.8262 9.4479
C 16.6786 5.8949 8.4887
C 15.6622 6.8321 8.5751
S 14.3702 6.9915 7.4560
H 16.6810 8.4668 11.3030
H 18.4863 6.7535 11.2263
H 18.5265 5.1756 9.2517
H 16.6876 5.0999 7.7455
S 11.4863 8.8441 7.1546
C 10.3839 7.7014 7.9220
C 9.2278 7.3782 7.2358
C 8.2635 6.5560 7.7703
C 7.2741 5.9744 6.8673
N 6.6525 5.3836 6.0972
C 8.4356 6.0977 9.1007
C 9.5274 6.4251 9.8294
C 10.5506 7.2029 9.2409
S 11.9981 7.5627 10.1180
C 7.5604 4.9909 9.5026
N 6.9005 4.0780 9.7393
H 9.0987 7.5520 6.1493
H 9.6033 6.0682 10.8677
C 16.8012 12.9167 10.9326
C 15.4673 12.3285 10.4198
C 14.2888 12.4355 11.1405
C 13.1025 11.8112 10.7501
C 11.8635 11.9218 11.4810
C 13.1127 11.1852 9.5389
C 14.2504 11.1040 8.6900
C 15.4361 11.7318 9.1657
N 13.9719 10.4217 7.5598
C 14.6041 10.6039 6.2623
C 13.7497 10.1316 5.0851
C 14.9291 12.1614 5.9754
C 15.9511 9.8463 6.1584
H 17.7062 12.3906 10.5431
H 16.8522 12.8164 11.9964
H 16.7801 13.9907 10.7159
H 14.3851 12.8768 12.1508
H 11.8240 12.8840 12.0656
H 11.6338 11.1263 12.1346
H 11.1200 11.9687 10.7409
H 12.1862 11.0193 8.9964
H 16.2967 11.8576 8.5187
H 12.7540 10.5891 5.0005
H 13.6072 9.0875 5.0235
H 14.2978 10.2950 4.1620
H 14.1096 12.7185 6.4524
H 14.9494 12.3058 4.8989
H 15.9011 12.4225 6.5061
H 16.6791 10.1480 6.9152
H 16.4481 10.1312 5.1618
H 15.7645 8.7824 6.1399
```

2S+1 = 4
relative energy (zero: lowest compared OMol25 entry of this formula, charge and spin) = 1.588 eV
E = -95251.5863 eV
net charge = -1

---

Entry from OMol25: an isolated ion of composition C25H24N3 and charge +1 in a non-equilibrium geometry (ωB97M-V with the def2-TZVPD basis set).

Geometry as XYZ:
```
52
C25H24N3 | OMol25 | ωB97M-V with the def2-TZVPD basis set
C -2.5656 1.0719 1.1767
C -1.1945 0.7135 1.6145
C -0.0178 0.5530 0.8680
C -0.0683 0.6759 -0.6053
C 1.2800 0.7839 -1.2923
C 2.1089 1.7649 -0.6871
C 3.3307 2.1622 -1.2939
C 3.6777 1.5970 -2.5397
C 2.8604 0.6053 -3.1449
C 1.6548 0.2214 -2.5100
N -0.8970 -0.2807 -1.5759
C -1.5561 -0.0162 -2.6939
C -1.6898 1.2928 -3.4968
N -2.0998 -1.1622 -3.1506
C -1.7832 -2.1785 -2.2519
C -2.3212 -3.4673 -2.1729
C -1.9522 -4.1844 -1.0139
C -1.1489 -3.6397 -0.0251
C -0.6641 -2.3393 -0.1268
C -1.0448 -1.6507 -1.2313
C 1.0645 0.2246 1.8102
C 2.4551 -0.0274 1.7332
C 3.2303 0.0805 2.9164
C 2.6091 0.3006 4.1815
C 1.2119 0.4788 4.3022
C 0.4781 0.3685 3.1006
N -0.8712 0.6963 2.9443
C -1.7874 1.0343 4.0434
H -2.5945 1.3191 0.1068
H -3.3311 0.2916 1.2952
H -2.8932 1.9506 1.7453
H -0.9525 1.4901 -0.9502
H 1.7911 2.2180 0.2476
H 3.9669 2.9405 -0.7916
H 4.6117 1.8666 -3.0439
H 3.1190 0.1377 -4.1326
H 0.9882 -0.5424 -2.9540
H -1.1213 2.0874 -2.9542
H -1.2726 1.1238 -4.5290
H -2.7920 1.5050 -3.5354
H -2.7106 -1.2090 -3.9474
H -2.9805 -3.7823 -2.9545
H -2.3163 -5.2159 -0.9096
H -0.9186 -4.2223 0.8433
H -0.0395 -1.8899 0.6137
H 2.8705 -0.2227 0.7305
H 4.3325 -0.0207 2.8484
H 3.2463 0.3778 5.1026
H 0.7237 0.7633 5.2593
H -1.2102 0.9706 4.9780
H -2.1819 2.0720 3.9568
H -2.6345 0.3119 4.0960
```

SMILES = Cc1c([C@@H](c2ccccc2)n2c(C)[nH+]c3ccccc32)c2ccccc2n1C
relative energy (zero: lowest compared OMol25 entry of this formula, charge and spin) = 1.161 eV
E = -30778.4461 eV
net charge = +1

---

Entry from OMol25: a 2-piece molecular cluster, C25H24N3 overall in a non-equilibrium geometry (ωB97M-V with the def2-TZVPD basis set).

Geometry as XYZ:
```
52
C25H24N3 | OMol25 | ωB97M-V with the def2-TZVPD basis set
C 1.7691 -2.0851 -2.5875
C 0.6693 -2.3502 -3.3064
N -0.3093 -2.6036 -3.9136
N 2.3107 -2.9682 -1.6791
C 3.4207 -2.6288 -0.9239
C 3.9517 -3.4983 -0.0200
C 3.3802 -4.7460 0.1527
C 2.2695 -5.1041 -0.5925
C 1.7537 -4.2212 -1.4915
H 2.2359 -1.1260 -2.7112
H 3.8604 -1.6589 -1.0645
H 4.8181 -3.2200 0.5567
H 3.8029 -5.4447 0.8546
H 1.8221 -6.0785 -0.4637
H 0.9011 -4.4840 -2.0916
C -0.5091 -1.8858 2.4752
C -0.3073 -0.4254 2.3305
N 0.4022 0.3445 3.2155
C 1.1148 -0.1460 4.3991
C 0.4190 1.6744 2.7548
C -0.3081 1.7314 1.5543
C -0.3613 2.9250 0.8254
C 0.2661 4.0418 1.3183
C 0.9689 3.9867 2.5231
C 1.0579 2.8167 3.2402
C -0.7933 0.3939 1.2830
C -1.4603 -0.0544 0.1204
C -2.0727 0.7670 -0.8816
C -2.7985 1.9414 -0.5840
C -3.2793 2.7457 -1.5883
C -3.0685 2.4254 -2.9262
C -3.5231 3.3474 -4.0053
C -2.4024 1.2409 -3.2289
C -1.9354 0.4136 -2.2387
H -1.1197 -2.2895 1.6664
H 0.4455 -2.4157 2.4645
H -1.0191 -2.1097 3.4138
H 1.6510 0.6606 4.8946
H 0.4153 -0.5796 5.1129
H 1.8378 -0.9077 4.1093
H -0.8611 2.9568 -0.1233
H 0.2251 4.9642 0.7605
H 1.4629 4.8754 2.8809
H 1.6274 2.7672 4.1504
H -1.3755 -1.1049 -0.1089
H -2.9758 2.1982 0.4475
H -3.8272 3.6413 -1.3516
H -3.3067 2.9381 -4.9928
H -4.5974 3.5293 -3.9493
H -3.0136 4.3093 -3.9299
H -2.2386 0.9848 -4.2611
H -1.3959 -0.4846 -2.4891
```

relative energy (zero: lowest compared OMol25 entry of this formula, charge and spin) = 2.689 eV
E = -30776.9181 eV
net charge = +1